# 1
{"formula": "C22H30F9FeO6Sb2", "method": "ωB97M-V with the def2-TZVPD basis set", "elements": ["Sb", "Sb", "Fe", "F", "F", "F", "F", "F", "F", "F", "F", "F", "O", "O", "O", "O", "O", "O", "C", "C", "C", "C", "C", "C", "C", "C", "C", "C", "C", "C", "C", "C", "C", "C", "C", "C", "C", "C", "C", "C", "H", "H", "H", "H", "H", "H", "H", "H", "H", "H", "H", "H", "H", "H", "H", "H", "H", "H", "H", "H", "H", "H", "H", "H", "H", "H", "H", "H", "H", "H"], "xyz": [[0.267, 2.320, 0.887], [0.784, -0.297, -1.763], [0.083, -0.939, 1.028], [2.626, -3.057, 0.238], [0.471, -5.381, 2.571], [-1.695, -4.957, 0.673], [-0.585, -3.499, 2.723], [-0.047, -6.230, 0.066], [2.513, -5.179, 0.661], [1.853, -4.409, -1.250], [-0.783, -4.690, -1.262], [1.572, -3.520, 2.696], [0.015, -2.702, 0.277], [1.864, -0.547, 4.744], [3.954, -0.455, 2.732], [0.354, -0.608, 3.031], [-2.004, -0.202, 1.195], [2.259, -0.207, 1.197], [1.524, 2.547, -2.759], [0.450, -3.930, 0.630], [1.096, 2.827, -4.057], [-2.752, -1.105, 3.367], [1.319, 3.512, -1.757], [-2.447, 0.114, 2.530], [2.893, -0.379, 2.226], [1.751, 3.308, -0.338], [-3.080, -0.603, 0.318], [-1.138, 3.938, 0.896], [1.886, -4.156, 0.066], [0.481, -4.105, 2.180], [1.212, 2.835, 2.739], [-0.524, -4.981, 0.017], [1.106, -1.740, -3.304], [-3.005, -2.050, -0.108], [1.422, -0.558, 3.650], [0.679, 4.705, -2.096], [-1.015, 0.483, -2.633], [0.458, 4.013, -4.377], [2.163, 1.226, -2.478], [0.243, 4.959, -3.385], [2.135, -2.095, -3.300], [2.239, 2.470, 2.745], [1.222, 3.920, 2.847], [-3.026, 0.058, -0.551], [-1.613, 4.044, -0.078], [2.666, 2.724, -0.247], [-1.910, 3.751, 1.642], [2.960, 1.300, -1.740], [0.880, -1.280, -4.265], [0.685, 2.395, 3.585], [-1.860, -1.702, 3.546], [-1.737, -0.333, -2.689], [0.446, -2.590, -3.137], [1.918, 4.272, 0.145], [-0.619, 4.863, 1.146], [-3.511, -1.731, 2.897], [-0.833, 0.870, -3.634], [2.586, 0.806, -3.390], [-3.162, -2.733, 0.725], [-2.041, -2.286, -0.558], [-1.430, 1.284, -2.021], [1.275, 2.091, -4.833], [0.137, 4.199, -5.393], [-3.142, -0.781, 4.334], [0.534, 5.454, -1.327], [-0.245, 5.896, -3.617], [-4.020, -0.397, 0.834], [-3.331, 0.752, 2.440], [-1.649, 0.710, 2.972], [-3.782, -2.231, -0.853]], "homo_energy_ev": [-8.15, -8.50], "spin_multiplicity": 6, "charge": 0, "e_tot_ha": -3950.7835, "relative_energy_ev": 0.061, "lumo_ev": [0.43, -1.22]}

=====

# 2
{"formula": "C34H28ClIN3O2Rh", "method": "ωB97M-V with the def2-TZVPD basis set", "elements": ["I", "Rh", "Cl", "O", "O", "N", "N", "N", "C", "C", "C", "C", "C", "C", "C", "C", "C", "C", "C", "C", "C", "C", "C", "C", "C", "C", "C", "C", "C", "C", "C", "C", "C", "C", "C", "C", "C", "C", "C", "C", "C", "C", "H", "H", "H", "H", "H", "H", "H", "H", "H", "H", "H", "H", "H", "H", "H", "H", "H", "H", "H", "H", "H", "H", "H", "H", "H", "H", "H", "H"], "xyz": [[2.832, -2.420, -0.695], [0.703, -0.841, -0.067], [3.560, 2.714, -1.715], [-1.551, 0.282, -0.531], [-4.101, -3.770, -2.793], [-0.406, -2.519, -1.020], [-0.849, 0.564, 0.698], [-5.008, -0.450, 0.447], [-0.495, -4.887, -1.796], [-2.735, -0.434, -0.252], [-4.381, -3.653, -1.393], [4.512, -0.095, 0.978], [1.516, -6.154, -2.250], [-1.463, 5.197, -0.492], [1.495, 3.372, 3.622], [-2.794, -1.717, -0.818], [0.132, -6.048, -2.214], [0.372, 1.449, 4.529], [-3.819, 0.166, 0.374], [-0.795, 2.922, -0.062], [5.892, -0.142, 0.887], [-1.089, 5.053, -1.822], [0.886, 3.148, 2.396], [6.552, 0.693, -0.006], [3.742, 0.774, 0.189], [5.819, 1.570, -0.796], [-5.114, -1.632, -0.176], [-3.798, 1.553, 0.957], [4.441, 1.603, -0.696], [-4.100, -2.295, -0.822], [2.307, 0.778, 0.302], [-1.728, -2.503, -1.333], [0.021, 2.072, 2.228], [0.215, -3.722, -1.408], [1.605, -3.910, -1.400], [-0.608, 1.805, 0.897], [-0.415, 2.785, -1.394], [-0.237, 1.224, 3.303], [2.250, -5.067, -1.812], [-1.304, 4.137, 0.388], [1.238, 2.524, 4.691], [-0.556, 3.852, -2.269], [-6.096, -2.096, -0.142], [-4.787, 1.745, 1.367], [0.006, 1.854, -1.745], [-0.252, 3.739, -3.302], [-0.482, -6.892, -2.504], [2.010, -7.057, -2.580], [-1.876, 6.132, -0.137], [-4.619, -3.096, -3.246], [3.997, -0.728, 1.692], [3.331, -5.112, -1.782], [-0.920, 0.395, 3.172], [1.906, 0.306, 1.223], [-3.590, 2.300, 0.188], [6.315, 2.232, -1.494], [1.109, 3.795, 1.556], [-1.573, -4.901, -1.744], [6.451, -0.826, 1.513], [-3.060, 1.674, 1.751], [-5.426, -3.904, -1.197], [1.707, 2.703, 5.650], [-1.207, 5.882, -2.509], [-2.069, -3.255, -2.022], [1.777, 1.639, -0.085], [7.631, 0.669, -0.086], [2.175, 4.205, 3.739], [-1.591, 4.247, 1.428], [0.163, 0.788, 5.359], [-3.769, -4.417, -0.912]], "homo_energy_ev": [-5.55, -7.81], "spin_multiplicity": 5, "charge": 0, "e_tot_ha": -2495.4059, "lumo_ev": [-0.35, -1.39]}

=====

# 3
{"formula": "C4H9OP", "method": "ωB97M-V with the def2-TZVPD basis set", "elements": ["P", "O", "C", "C", "C", "C", "H", "H", "H", "H", "H", "H", "H", "H", "H"], "xyz": [[0.861, 0.155, 0.285], [1.338, 1.405, -0.663], [-1.414, 0.905, 0.896], [-0.454, -0.798, -0.484], [2.164, -0.899, 0.319], [-1.678, 0.127, -0.398], [-1.592, 0.514, 1.865], [3.160, -0.547, 0.449], [1.966, -1.901, 0.864], [-1.131, 1.921, 0.946], [-1.819, 0.957, -1.131], [-0.616, -1.556, 0.201], [-2.731, -0.255, -0.316], [-0.039, -1.131, -1.465], [1.985, 1.102, -1.368]], "homo_energy_ev": [-7.34, -7.30], "charge": 0, "e_tot_ha": -574.2697, "relative_energy_ev": 2.960, "lumo_ev": [-0.12, 0.21]}